Record 1
19
Properties=species:S:1:pos:R:3:forces:R:3:lowdin_charge:R:1 method="wB97M-V/def2-TZVPD" charge=+1 multiplicity=1 orbital_gap_ev=12.23 de_lowest_kcal_mol=112.3 molar_mass_g_mol=102.16 fmax_ev_per_a=5.05
C -0.95013 0.02410 -1.61506 0.0 -0.3 1.0 -0.174
C 0.14995 -0.96796 -1.23869 -0.3 -1.0 2.1 -0.134
C -1.56255 0.36524 -0.22654 2.6 -1.8 0.0 -0.149
C 1.22008 -0.41589 -0.10799 -0.8 -2.0 -2.9 -0.070
C -0.57048 0.95657 0.79982 1.2 0.7 -3.1 -0.033
N 1.41883 0.46492 2.19728 3.0 -3.5 0.2 0.156
O 0.52046 -0.04912 1.11690 0.1 -0.7 -0.5 -0.283
H -0.55898 0.91848 -2.13827 -0.1 -0.3 0.4 0.126
H -1.67476 -0.46447 -2.33358 0.6 0.5 1.1 0.145
H -0.34103 -1.93757 -0.87571 0.7 1.3 -0.3 0.144
H 0.64608 -1.22193 -2.13442 1.4 -0.4 -0.7 0.097
H -2.27523 1.08893 -0.35975 -2.3 1.6 0.3 0.097
H -1.85815 -0.55721 0.28530 -0.9 0.1 -0.5 0.133
H 2.06969 -1.12211 0.06693 -1.2 0.3 0.5 0.146
H 1.64995 0.39737 -0.64000 0.4 1.5 0.4 0.117
H 0.04396 1.75601 0.22374 -1.3 -0.5 1.9 0.180
H -1.12549 1.08137 1.71145 0.4 0.8 0.5 0.138
H 2.35227 -0.45003 2.28558 -3.6 3.4 -0.6 0.268
H 0.84552 0.13330 2.98301 0.1 0.3 0.2 0.096

Record 2
14
Properties=species:S:1:pos:R:3:forces:R:3:lowdin_charge:R:1 method="wB97M-V/def2-TZVPD" charge=0 multiplicity=1 orbital_gap_ev=9.74 de_lowest_kcal_mol=42.0 molar_mass_g_mol=110.12 fmax_ev_per_a=1.79
H -0.17273 1.09964 2.01467 0.2 0.3 -0.4 0.085
N -0.17935 0.31727 1.36360 0.2 -0.3 0.0 0.138
C 0.83418 0.22069 0.59996 0.3 -0.5 1.0 -0.416
C 1.16347 -1.00483 -0.18935 -0.5 0.5 -0.9 -0.049
C 1.91543 1.19180 0.66440 0.0 0.3 0.5 -0.157
N 2.76340 1.91943 0.92737 0.1 0.1 -0.3 0.176
H 2.14281 -1.39023 0.08755 -0.1 -0.1 0.4 0.093
H 0.36087 -1.73265 -0.11088 0.2 -0.1 0.1 0.085
H 1.26191 -0.71888 -1.23791 -0.1 -0.1 -0.1 0.077
N -1.09005 0.07888 -2.48909 0.3 -0.5 0.6 0.130
C -1.61934 -0.00423 -1.46118 -0.2 0.6 -1.7 -0.421
N -2.38785 0.11764 -0.40073 -0.5 0.3 1.3 0.097
H -3.07458 -0.58978 -0.19284 0.1 -0.1 -0.2 0.106
H -1.91817 0.49525 0.42444 -0.2 -0.5 -0.3 0.057

Record 3
14
Properties=species:S:1:pos:R:3:forces:R:3:lowdin_charge:R:1 method="wB97M-V/def2-TZVPD" charge=0 multiplicity=1 orbital_gap_ev=8.52 de_lowest_kcal_mol=33.0 molar_mass_g_mol=276.92 fmax_ev_per_a=5.38
C 1.00707 0.24235 -2.63066 1.0 0.9 0.1 -0.400
C -0.53450 0.78318 2.13678 1.1 -1.9 -0.5 -0.024
C 0.43471 -0.24090 2.04391 0.8 0.5 -0.3 -0.057
C -1.27996 1.08280 1.03804 3.0 -4.2 -1.6 -0.073
C -0.10168 -0.42467 -0.05828 -0.5 0.2 -4.5 -0.240
C 0.37557 -0.96115 -2.20074 -0.7 0.5 3.6 -1.296
N 1.65588 1.18704 -2.81542 -0.9 -0.9 0.0 0.164
N 0.73125 -0.77144 0.84155 -0.3 -0.3 0.6 0.115
N -1.11742 0.38505 -0.12667 0.3 0.7 1.0 0.132
Br 1.49177 -2.43936 -2.02785 1.1 -0.6 0.1 0.698
Br -1.20998 -1.48383 -3.01326 -1.0 0.3 -0.5 0.701
H -0.75623 1.36722 2.95765 0.1 0.7 2.1 0.085
H 1.16389 -0.60349 2.77987 -0.8 0.6 0.4 0.123
H -1.86037 1.87720 1.07507 -3.2 3.4 -0.3 0.072

Record 4
15
Properties=species:S:1:pos:R:3:forces:R:3:lowdin_charge:R:1 method="wB97M-V/def2-TZVPD" charge=0 multiplicity=1 orbital_gap_ev=9.32 de_lowest_kcal_mol=78.5 molar_mass_g_mol=105.11 fmax_ev_per_a=3.57
C -1.29871 -0.50804 -0.07706 1.2 2.3 -1.8 -0.165
C -0.06163 -0.79311 -0.75283 -0.7 1.9 1.0 -0.314
C -2.01435 0.76120 -0.13758 -0.8 -1.3 3.2 -0.011
C 2.10135 -0.31745 0.26220 -1.0 -1.3 0.7 -0.006
N 1.17576 -1.06618 -0.68330 1.8 -1.3 -0.2 0.076
O -1.12618 -1.17013 -1.36801 0.5 -1.4 -1.8 0.187
F 0.48322 1.43170 -1.42957 -0.3 -1.0 0.5 -0.561
H -1.62564 -1.15834 0.61740 -0.8 -2.4 2.4 0.114
H -1.43941 1.50176 -0.50992 2.0 2.4 -1.5 0.025
H -2.21500 0.97300 0.94438 -0.5 0.2 -0.9 0.116
H -2.87742 0.58072 -0.71390 -1.4 0.1 -0.4 0.088
H 3.16490 -0.53279 -0.01195 -1.1 0.7 -0.1 0.098
H 1.68136 0.70591 0.21504 0.9 -0.2 -0.3 0.078
H 1.95659 -0.74741 1.30636 0.1 0.5 -1.3 0.096
H 1.51677 -1.76403 -1.36032 0.1 0.9 0.4 0.181

Record 5
47
Properties=species:S:1:pos:R:3:forces:R:3:lowdin_charge:R:1 method="wB97M-V/def2-TZVPD" charge=0 multiplicity=1 orbital_gap_ev=5.07 de_lowest_kcal_mol=240.9 molar_mass_g_mol=253.34 fmax_ev_per_a=2.37
O 0.82213 3.85229 3.69562 -0.1 0.1 1.2 0.365
H 1.72085 4.18964 3.68544 0.7 0.6 -0.5 0.183
H 0.35660 3.84174 2.85611 -0.7 0.3 -1.8 0.159
H 0.89070 2.94870 4.01252 0.0 -1.5 0.6 0.164
O 1.29051 -0.40709 0.41715 0.6 0.0 -0.6 0.361
H 1.49711 -0.43352 1.35428 0.4 0.0 1.6 0.154
H 0.78427 -1.17114 0.13158 -0.6 -1.1 -0.5 0.152
H 0.84276 0.40605 0.17237 -0.6 1.2 -0.3 0.168
C -3.00316 4.50352 0.40148 -1.3 0.4 1.3 -0.172
C -2.16218 3.76163 -0.53597 1.7 -1.6 -0.4 -0.590
O -0.86298 3.43065 -0.10272 -0.4 0.4 0.0 -0.441
H -3.19259 3.90965 1.29565 0.3 0.1 0.4 0.054
H -3.99144 4.59892 -0.04829 -0.2 0.4 -0.1 0.063
H -2.62903 5.49030 0.67427 0.1 0.0 0.0 0.061
H -2.28274 4.28074 -1.48681 0.9 0.6 -0.6 0.077
H -2.71001 2.85243 -0.78366 -0.4 -0.7 0.1 0.069
C 3.99504 -1.74940 5.48385 0.3 0.8 -0.4 -0.126
C 3.70775 -0.43735 4.73579 -1.4 0.5 -1.0 -0.540
O 2.34519 -0.14369 4.43413 0.6 -0.2 -0.1 -0.464
H 3.87502 -1.58768 6.55508 -0.5 -0.5 0.0 0.056
H 5.04360 -2.00521 5.33161 0.3 0.0 0.1 0.050
H 3.44215 -2.57175 5.02980 -0.4 0.0 0.5 0.057
H 4.29431 -0.45035 3.81715 0.3 -0.3 -0.6 0.055
H 4.16628 0.40550 5.25295 0.1 0.2 0.7 0.063
C -2.56035 -2.20038 -1.78869 0.7 0.6 -0.5 -0.048
C -1.43526 -2.92097 -2.55662 0.0 0.3 0.3 -0.420
C -0.85230 -2.06460 -3.71333 -1.1 -0.9 -0.6 -0.185
O -1.71553 -2.20665 -4.84907 -0.8 1.0 -0.4 -0.188
C -1.35985 -1.36228 -5.94557 1.0 0.7 0.2 -0.113
N -0.31996 -3.20248 -1.65903 1.1 0.2 0.3 0.012
H -3.11761 -2.81253 -1.07959 -0.2 -0.2 -0.5 0.077
H -3.14680 -1.62220 -2.50275 -0.7 -0.6 0.0 0.081
H -2.15638 -1.39583 -1.17419 0.6 0.0 0.1 0.063
H -1.73391 -3.89879 -2.93448 -0.7 0.3 -0.5 0.136
H 0.09529 -2.44544 -4.09428 0.5 0.1 0.7 0.122
H -0.77791 -1.03574 -3.36117 0.2 0.2 -0.2 0.125
H -1.20431 -0.31287 -5.69526 -0.1 0.2 0.9 0.080
H -2.04997 -1.24228 -6.78069 -0.6 -1.1 0.4 0.085
H -0.38811 -1.63715 -6.35579 0.1 -0.5 -0.1 0.081
H 0.25528 -3.83467 -2.19711 0.7 0.0 0.1 0.072
H -0.57252 -3.76914 -0.86203 -0.6 0.0 0.2 0.074
O -0.74258 -2.67663 3.30781 0.0 -0.2 -0.5 -0.063
H -0.05371 -2.10447 3.64591 0.5 0.2 0.4 0.013
H -1.54487 -2.16119 3.39075 -0.2 0.1 0.1 0.027
O 2.40016 2.09408 -3.18204 0.1 -0.3 0.0 -0.062
H 1.65029 2.54119 -2.78957 -0.4 0.2 0.1 0.026
H 3.09072 2.75659 -3.20268 0.2 0.1 0.0 0.028

Record 6
46
Properties=species:S:1:pos:R:3:forces:R:3:lowdin_spin:R:1 method="wB97M-V/def2-TZVPD" charge=+2 multiplicity=2 s_squared=0.7683 orbital_gap_ev="5.71 / 5.72" de_lowest_kcal_mol=329.1 molar_mass_g_mol=810.09 fmax_ev_per_a=4.90
W 0.34312 -0.37991 0.36548 0.6 -0.5 2.4 0.035
C 3.04635 -1.80820 0.64494 0.0 -0.1 0.0 0.000
N 2.19992 -1.06811 -0.34104 0.4 0.6 -0.4 0.000
C 2.86817 0.25779 -0.71006 0.4 -0.4 0.0 0.000
C 2.42294 1.35665 0.24975 0.0 0.0 -1.1 0.000
N 0.93639 1.43341 0.04896 0.5 -0.3 1.0 0.003
C 0.30830 2.66120 0.37169 0.1 0.2 -0.6 0.002
C 0.61409 3.41668 1.49484 -0.1 0.0 0.1 0.000
F 1.46720 2.93905 2.40032 0.0 0.0 0.0 0.000
C 0.02193 4.65287 1.71030 0.0 0.0 0.0 0.000
F 0.32487 5.34524 2.78866 0.0 0.0 0.0 0.000
C -0.89419 5.15309 0.79585 0.0 0.0 0.0 0.000
F -1.46557 6.31825 1.00263 0.0 0.0 0.0 0.000
C -1.22153 4.40957 -0.33303 0.0 0.0 0.0 0.000
F -2.10396 4.86127 -1.20566 0.0 0.0 0.0 0.000
C -0.60588 3.19213 -0.53060 -0.1 -0.1 0.1 0.000
F -0.92560 2.47168 -1.64010 0.1 0.0 0.0 0.000
C 1.89301 -1.94564 -1.51142 -0.2 -0.1 0.1 0.004
C 0.91703 -3.03568 -1.05562 -0.2 -0.2 0.3 0.012
N -0.09091 -2.39276 -0.15439 0.0 1.1 -1.0 0.149
C -1.40000 -2.72972 -0.19234 -0.1 -0.2 0.3 0.184
C -2.47882 -1.84881 0.23154 0.5 -0.4 -0.3 0.020
F -2.08446 -0.52848 2.53239 -0.2 -0.5 0.0 0.000
C -2.54125 1.04146 0.48029 2.0 3.7 -2.5 -0.009
F -3.49945 1.85322 0.70306 -0.9 -1.4 0.7 -0.002
C -3.70851 -2.53400 0.12319 0.3 0.0 0.5 0.253
F -4.87164 -2.05798 0.43171 0.0 0.0 0.0 0.087
C -3.42709 -3.82713 -0.37470 0.0 -0.2 0.0 0.061
F -4.31066 -4.74856 -0.62642 -0.1 0.1 -0.1 0.009
C -2.06443 -3.93834 -0.57389 0.1 -0.1 -0.1 0.117
F -1.45376 -4.99104 -1.06447 0.0 0.0 0.0 0.033
H 3.91483 -2.21383 0.12459 0.0 0.0 0.0 0.000
H 2.47319 -2.61294 1.09742 0.0 0.0 0.0 0.000
H 3.36895 -1.13098 1.42950 0.0 0.0 0.0 0.000
H 2.53631 0.53326 -1.70977 0.1 -0.1 -0.1 0.000
H 3.94988 0.12333 -0.69714 0.0 0.0 -0.1 0.000
H 2.91043 2.28722 -0.04516 -0.1 0.0 0.0 0.000
H 2.68037 1.14802 1.28860 0.0 0.1 0.0 0.000
H 2.82495 -2.34712 -1.91186 -0.1 -0.1 -0.1 0.001
H 1.40412 -1.34834 -2.28399 0.2 0.2 0.0 0.000
H 1.43703 -3.83588 -0.52888 -0.1 0.0 0.0 0.002
H 0.42338 -3.47130 -1.92383 0.1 0.0 0.0 0.001
Cl -1.92249 -0.30913 0.79319 -2.2 -2.2 1.9 0.000
Ge -1.60173 -0.09168 -1.70965 -0.6 0.6 -0.7 0.019
Cl -3.52955 0.14750 -2.53809 0.0 0.1 0.0 0.007
Cl 0.91471 -0.40734 2.55321 -0.4 0.2 -0.5 0.011